[1]
C10H25NO3Si | wB97M-V/def2-TZVPD

Computed properties:
energy relative to the best compared isomer or geometry (same formula, charge and spin): 0.8793 eV
SMILES: CCN(CC)CCC[Si](OC)(OC)OC
frontier orbital gap: 8.7 eV

Each line ends with the natural charge from an NBO analysis.
Element x y z (Å)
O -2.260 2.150 2.186  -0.9101
O -0.184 3.065 0.609  -0.8972
O -1.501 0.798 -0.205  -0.8945
N 1.453 -1.800 -0.734  -0.4532
C -3.575 1.646 2.041  -0.2377
C -0.771 4.274 1.077  -0.2764
C -1.832 1.460 -1.316  -0.2541
C 2.460 -1.363 -3.009  -0.6280
C 1.446 -4.190 0.223  -0.6165
C 1.350 -1.048 -1.964  -0.2250
C 1.216 -3.265 -0.999  -0.2081
C 0.594 -1.241 0.396  -0.2241
C 1.233 -0.002 1.126  -0.4019
C 0.341 0.799 2.050  -0.8975
Si -1.060 1.750 1.100  2.3017
H -4.182 2.518 1.811  0.1768
H -3.884 1.191 2.981  0.1881
H -3.493 0.971 1.184  0.1787
H -0.097 5.044 0.723  0.1876
H -1.718 4.624 0.641  0.1769
H -0.817 4.380 2.196  0.1868
H -1.126 2.348 -1.414  0.1738
H -1.717 0.964 -2.316  0.1875
H -2.851 1.789 -1.131  0.1598
H 3.501 -1.395 -2.751  0.2242
H 2.454 -0.683 -3.869  0.2151
H 2.350 -2.430 -3.380  0.2002
H 0.729 -3.861 1.017  0.1988
H 1.190 -5.202 0.038  0.2129
H 2.492 -4.074 0.439  0.2156
H 1.366 0.026 -1.671  0.1971
H 0.225 -1.113 -2.220  0.1562
H 1.872 -3.623 -1.800  0.1961
H 0.125 -3.314 -1.418  0.1461
H -0.319 -1.008 -0.112  0.1938
H 0.463 -2.104 1.121  0.1916
H 1.560 0.693 0.350  0.1950
H 2.105 -0.446 1.645  0.2073
H 0.825 1.610 2.598  0.2365
H 0.037 0.061 2.757  0.2203

***

[2]
C10H26HgN5O2P | wB97M-V/def2-TZVPD

Computed properties:
total charge: +1
frontier orbital gap (alpha / beta): 7.4 / 8.7 eV
spin multiplicity: 2

Each line ends with the natural charge from an NBO analysis.
Element x y z (Å)
Hg -6.511 -11.672 -5.873  0.6322
N -6.804 -8.420 -4.184  -0.6456
N -8.129 -8.451 -3.694  -0.4182
C -9.052 -9.319 -4.176  0.6290
N -10.236 -9.318 -3.444  -0.8079
N -8.730 -10.078 -5.215  -0.5132
N -9.647 -10.963 -5.767  0.6264
O -9.182 -11.794 -6.558  -0.4305
O -10.838 -10.902 -5.508  -0.3944
H -6.174 -8.324 -3.441  0.3714
H -6.644 -7.639 -4.859  0.3705
H -8.292 -8.075 -2.778  0.3912
H -10.445 -8.692 -2.682  0.4115
H -11.066 -9.777 -3.883  0.4517
C -4.320 -8.823 -9.200  -0.6115
C -4.517 -9.544 -7.856  -0.5288
C -5.258 -8.646 -6.883  -0.6295
P -5.204 -11.258 -7.993  0.9017
C -6.385 -11.493 -9.401  -0.5370
C -7.612 -10.509 -9.362  -0.6232
C -5.786 -11.580 -10.868  -0.6037
C -3.767 -12.416 -8.119  -0.5293
C -2.577 -11.927 -9.016  -0.6135
C -3.288 -12.749 -6.665  -0.6199
H -3.854 -7.831 -9.051  0.2304
H -5.254 -8.663 -9.621  0.2068
H -3.799 -9.366 -9.980  0.2231
H -3.509 -9.808 -7.514  0.2336
H -6.236 -8.378 -7.264  0.2139
H -4.749 -7.688 -6.756  0.2281
H -5.410 -9.102 -5.924  0.2251
H -6.840 -12.461 -9.265  0.2451
H -7.451 -9.467 -9.383  0.2106
H -8.179 -10.570 -8.419  0.2296
H -8.269 -10.847 -10.240  0.2363
H -5.409 -10.616 -11.150  0.2099
H -6.603 -11.834 -11.547  0.2322
H -4.942 -12.326 -10.927  0.2133
H -4.195 -13.341 -8.566  0.2470
H -2.195 -10.972 -8.638  0.2106
H -2.836 -11.933 -10.071  0.2242
H -1.794 -12.674 -8.935  0.2348
H -2.584 -11.967 -6.295  0.2167
H -2.699 -13.675 -6.624  0.2398
H -4.164 -12.868 -5.991  0.2095

***

[3]
C10H27AgO6S3 | wB97M-V/def2-TZVPD

Computed properties:
energy relative to the best compared isomer or geometry (same formula, charge and spin): 0.3984 eV
total charge: -2
frontier orbital gap: 2.4 eV

Each line ends with the natural charge from an NBO analysis.
Element x y z (Å)
Ag -0.070 0.800 0.495  0.8953
C -1.351 3.492 3.442  -0.6277
C -0.752 4.041 2.146  -0.0129
O -0.116 3.110 1.393  -0.9597
H -1.942 2.573 3.403  0.1836
H -2.022 4.242 3.907  0.1469
H -0.576 3.381 4.208  0.1859
H -0.016 4.811 2.473  0.0887
H -1.544 4.651 1.643  0.0534
O 2.151 0.402 0.839  -1.0377
C 3.231 -0.430 0.519  -0.0600
C 4.683 0.022 0.873  -0.0457
O 5.166 1.225 0.429  -0.9696
H 3.222 -0.564 -0.589  0.0640
H 3.050 -1.406 1.022  0.0544
H 5.394 -0.782 0.579  0.0570
H 4.647 0.058 1.992  0.0602
C 0.382 -2.700 0.786  -0.8724
S -0.379 -2.099 2.279  1.2692
O -1.182 -0.903 1.809  -1.0168
C -1.527 -3.479 2.602  -0.8223
H 1.224 -2.064 0.508  0.3095
H -0.327 -2.566 -0.041  0.2262
H 0.602 -3.769 0.787  0.2128
H -2.141 -3.129 3.426  0.2292
H -0.907 -4.333 2.869  0.2185
H -2.076 -3.661 1.679  0.2171
C 2.025 1.130 -2.736  -0.8053
S 1.276 -0.250 -3.650  1.1748
O 2.220 -0.674 -4.766  -1.0271
C 1.321 -1.546 -2.385  -0.8330
H 2.016 2.011 -3.369  0.2183
H 3.052 0.813 -2.548  0.2603
H 1.495 1.240 -1.789  0.2685
H 0.634 -1.167 -1.628  0.2425
H 2.326 -1.646 -1.974  0.2551
H 0.991 -2.459 -2.873  0.2084
C -3.411 0.033 -3.203  -0.8173
S -2.661 -0.555 -1.615  1.2340
O -1.373 0.158 -1.362  -0.9954
C -3.854 0.277 -0.491  -0.8277
H -4.456 -0.265 -3.249  0.2134
H -2.833 -0.353 -4.038  0.2359
H -3.315 1.117 -3.144  0.2342
H -4.892 -0.015 -0.671  0.2046
H -3.792 1.363 -0.472  0.2489
H -3.593 -0.134 0.486  0.2596

***

[4]
C10H27AsO4PdS3SeSi3 | wB97M-V/def2-TZVPD

Computed properties:
energy relative to the best compared isomer or geometry (same formula, charge and spin): 1.9922 eV
total charge: -2
frontier orbital gap (alpha / beta): 6.2 / 6.2 eV

Each line ends with the natural charge from an NBO analysis.
Element x y z (Å)
Pd -2.423 1.113 0.691  0.5692
S -5.529 -1.513 2.791  -0.2646
C -4.471 -0.437 2.097  -0.5328
S -3.520 0.748 2.876  -0.1633
S -4.029 -0.474 0.426  -0.0222
O -0.975 5.066 -0.527  -1.0608
Se -1.457 3.544 -0.368  2.7851
O -1.211 2.918 1.151  -1.0666
O -2.991 3.241 -0.774  -1.0671
O -0.516 2.577 -1.396  -1.1446
C 2.706 0.634 -0.954  -1.1398
Si 1.144 1.797 -1.174  1.7028
C 1.327 1.845 -3.076  -1.1182
C 1.917 3.220 -0.183  -1.1349
As -0.234 0.056 0.101  -0.5900
Si -0.642 -1.701 -1.364  1.4196
C 0.900 -2.464 -2.173  -1.1211
C -1.568 -3.124 -0.541  -1.1262
C -1.695 -0.966 -2.740  -1.1227
Si 0.623 -0.767 2.100  1.4258
C 2.321 -1.610 1.995  -1.1142
C -0.571 -2.028 2.833  -1.1198
C 0.753 0.735 3.227  -1.1240
H 3.592 1.106 -1.404  0.1939
H 2.572 -0.344 -1.426  0.2035
H 2.923 0.462 0.103  0.1993
H 2.356 2.141 -3.303  0.2090
H 0.633 2.525 -3.566  0.2306
H 1.192 0.842 -3.495  0.2130
H 2.823 3.527 -0.719  0.2100
H 2.236 2.855 0.798  0.2198
H 1.282 4.093 -0.044  0.2491
H 1.659 -2.715 -1.429  0.2277
H 1.350 -1.772 -2.887  0.2313
H 0.632 -3.381 -2.709  0.2149
H -0.932 -3.650 0.174  0.2210
H -1.890 -3.846 -1.300  0.2158
H -2.452 -2.758 -0.016  0.2698
H -1.133 -0.204 -3.286  0.2407
H -2.581 -0.482 -2.323  0.2575
H -2.016 -1.738 -3.446  0.2140
H 2.344 -2.351 1.193  0.2282
H 2.537 -2.124 2.938  0.2164
H 3.121 -0.893 1.808  0.2321
H -0.485 -2.995 2.333  0.2221
H -1.603 -1.680 2.745  0.2702
H -0.352 -2.174 3.895  0.2202
H 1.644 1.320 2.985  0.2286
H 0.802 0.444 4.280  0.2185
H -0.114 1.383 3.081  0.2734

***

[5]
C10H27Br2NO4V | wB97M-V/def2-TZVPD

Computed properties:
energy relative to the best compared isomer or geometry (same formula, charge and spin): 0.0000 eV
frontier orbital gap (alpha / beta): 7.9 / 9.0 eV
spin multiplicity: 4

Each line ends with the natural charge from an NBO analysis.
Element x y z (Å)
V 0.140 0.583 -0.714  0.8995
Br 2.771 0.264 -1.141  -0.6507
Br -2.508 0.806 -0.558  -0.6543
C -0.582 -0.457 -3.589  -0.2338
O -0.114 -0.840 -2.315  -0.5740
C -0.641 -2.047 -1.806  -0.0700
C 0.057 -2.378 -0.507  -0.2478
N -0.043 -1.297 0.520  -0.6714
C 0.926 -1.511 1.589  -0.2483
C 0.503 -2.565 2.602  -0.0722
O 0.453 -3.870 2.083  -0.5522
C 1.698 -4.548 2.079  -0.2548
H 0.063 0.339 -3.951  0.2024
H -1.615 -0.095 -3.531  0.2011
H -0.553 -1.300 -4.284  0.1830
H -0.500 -2.884 -2.503  0.1905
H -1.734 -1.987 -1.689  0.2017
H 1.115 -2.551 -0.710  0.2220
H -0.340 -3.316 -0.112  0.2203
H -0.977 -1.392 0.916  0.3890
H 1.050 -0.585 2.166  0.2019
H 1.919 -1.738 1.196  0.2310
H -0.530 -2.331 2.903  0.1798
H 1.107 -2.531 3.515  0.1769
H 2.464 -3.978 2.609  0.1735
H 2.011 -4.739 1.050  0.1809
H 1.573 -5.507 2.587  0.1867
C -1.244 4.098 -2.712  -0.6308
C -0.251 3.737 -1.619  -0.0509
O 0.431 2.511 -1.885  -0.7361
H -0.723 4.160 -3.668  0.1991
H -1.698 5.058 -2.468  0.2163
H -2.024 3.340 -2.760  0.2324
H -0.766 3.610 -0.671  0.1935
H 0.477 4.543 -1.485  0.1700
H 1.063 2.608 -2.604  0.5008
C -0.771 1.692 3.116  -0.6290
C -0.373 2.563 1.943  -0.0632
O 0.514 1.884 1.039  -0.7380
H -1.539 2.203 3.695  0.2256
H 0.082 1.567 3.792  0.1984
H -1.109 0.717 2.774  0.2197
H 0.091 3.491 2.288  0.1743
H -1.258 2.841 1.372  0.2097
H 1.384 1.829 1.448  0.4978

***

Which formula does entry 2 have?
C10H26HgN5O2P

***

What did the fifth record say?
C10H27Br2NO4V | wB97M-V/def2-TZVPD

Computed properties:
energy relative to the best compared isomer or geometry (same formula, charge and spin): 0.0000 eV
frontier orbital gap (alpha / beta): 7.9 / 9.0 eV
spin multiplicity: 4

Each line ends with the natural charge from an NBO analysis.
Element x y z (Å)
V 0.140 0.583 -0.714  0.8995
Br 2.771 0.264 -1.141  -0.6507
Br -2.508 0.806 -0.558  -0.6543
C -0.582 -0.457 -3.589  -0.2338
O -0.114 -0.840 -2.315  -0.5740
C -0.641 -2.047 -1.806  -0.0700
C 0.057 -2.378 -0.507  -0.2478
N -0.043 -1.297 0.520  -0.6714
C 0.926 -1.511 1.589  -0.2483
C 0.503 -2.565 2.602  -0.0722
O 0.453 -3.870 2.083  -0.5522
C 1.698 -4.548 2.079  -0.2548
H 0.063 0.339 -3.951  0.2024
H -1.615 -0.095 -3.531  0.2011
H -0.553 -1.300 -4.284  0.1830
H -0.500 -2.884 -2.503  0.1905
H -1.734 -1.987 -1.689  0.2017
H 1.115 -2.551 -0.710  0.2220
H -0.340 -3.316 -0.112  0.2203
H -0.977 -1.392 0.916  0.3890
H 1.050 -0.585 2.166  0.2019
H 1.919 -1.738 1.196  0.2310
H -0.530 -2.331 2.903  0.1798
H 1.107 -2.531 3.515  0.1769
H 2.464 -3.978 2.609  0.1735
H 2.011 -4.739 1.050  0.1809
H 1.573 -5.507 2.587  0.1867
C -1.244 4.098 -2.712  -0.6308
C -0.251 3.737 -1.619  -0.0509
O 0.431 2.511 -1.885  -0.7361
H -0.723 4.160 -3.668  0.1991
H -1.698 5.058 -2.468  0.2163
H -2.024 3.340 -2.760  0.2324
H -0.766 3.610 -0.671  0.1935
H 0.477 4.543 -1.485  0.1700
H 1.063 2.608 -2.604  0.5008
C -0.771 1.692 3.116  -0.6290
C -0.373 2.563 1.943  -0.0632
O 0.514 1.884 1.039  -0.7380
H -1.539 2.203 3.695  0.2256
H 0.082 1.567 3.792  0.1984
H -1.109 0.717 2.774  0.2197
H 0.091 3.491 2.288  0.1743
H -1.258 2.841 1.372  0.2097
H 1.384 1.829 1.448  0.4978